270
Properties=species:S:1:pos:R:3:forces:R:3:lowdin_charge:R:1 method="wB97M-V/def2-TZVPD" orbital_gap_ha=0.035 total_charge=+1 homo_ev=-9.71 lumo_energy_ha=-0.3222 max_force_ev_per_a=4.9
Hg -16.9770 24.5705 13.6771 0.063 -0.045 0.077 0.414
Hg -9.9086 27.1167 18.2171 -0.517 0.326 -0.032 0.895
O -12.2659 23.0433 18.6562 -1.693 -2.286 -0.243 0.098
C -12.8466 21.9581 18.5495 1.379 2.925 -0.271 -0.360
O -12.4395 20.8461 19.0835 1.014 -0.635 0.402 0.243
B -13.1169 19.7060 18.4878 -0.485 0.286 0.485 -0.889
O -14.1763 20.3138 17.6728 -0.824 -1.641 -0.278 0.261
C -14.0949 21.5863 17.6873 -0.729 4.067 -1.021 -0.392
O -14.7959 22.4207 17.1148 1.110 -1.881 1.006 0.104
O -13.6319 18.8492 19.5754 0.763 -1.144 -0.954 0.230
C -13.1330 17.6224 19.3149 -0.871 -0.856 1.522 -0.386
O -13.3720 16.5984 19.9000 -0.090 0.783 0.179 0.144
C -12.2747 17.6524 18.0864 0.743 -3.749 -3.095 -0.368
O -12.2982 18.8600 17.6016 0.538 0.662 0.140 0.251
O -11.8598 16.6205 17.4967 -0.820 3.484 2.118 0.088
P -13.4757 30.3481 18.9090 1.262 0.067 0.464 0.224
F -13.2209 28.7410 18.4726 -1.824 -0.205 0.482 -0.266
F -13.8058 30.6964 17.3374 -0.889 -0.096 1.571 -0.177
F -14.9952 30.1473 19.4341 0.171 0.165 -1.870 -0.162
F -13.4236 31.9477 19.3544 -0.524 -1.227 -1.019 -0.194
F -13.0967 29.9985 20.4527 0.902 -0.428 0.029 -0.205
F -11.9144 30.3880 18.4987 1.373 1.335 0.349 -0.230
C -11.3487 27.0562 11.5274 -0.162 -0.095 3.553 -0.685
F -10.9299 28.1917 11.0297 -0.411 0.086 -0.696 0.180
F -12.1785 26.3689 10.8060 -0.531 0.094 -1.336 0.178
F -10.2933 26.3019 11.7985 0.529 -0.348 -0.120 0.136
S -12.2517 27.3986 13.2548 -1.585 0.250 -0.680 0.609
O -13.3230 26.3430 13.4004 2.446 2.150 -0.298 -0.279
O -11.2297 27.3598 14.3079 -0.440 -0.545 -0.510 -0.233
O -12.7454 28.7809 13.0789 0.212 -1.719 0.276 -0.210
C -9.3063 19.7010 24.5689 0.424 1.218 0.556 -0.027
C -8.6310 18.3118 24.4644 0.842 1.220 0.533 -0.498
C -9.0292 17.7269 23.1806 -0.319 -2.438 -2.813 -0.153
C -8.1678 16.5668 22.6349 0.178 0.033 0.030 -0.180
C -6.7165 17.0093 22.5446 -1.367 -0.822 0.397 -0.156
C -6.1775 17.5098 23.8895 0.759 0.177 0.961 -0.444
N -7.1214 18.5221 24.5165 -1.240 -0.878 -2.176 -0.060
O -6.6937 19.1184 25.6877 0.188 -0.544 0.033 0.019
C -5.9387 16.3195 24.8905 -0.219 0.047 -0.003 -0.007
C -4.8510 18.2090 23.4971 -0.754 0.498 0.635 -0.037
C -9.1376 17.4088 25.5582 -0.676 0.220 1.409 -0.028
H -8.8973 20.2537 25.4147 0.030 -0.163 0.278 0.074
H -10.3855 19.8027 24.6839 -0.157 -1.077 0.187 0.092
H -9.1526 20.3873 23.7362 0.587 -0.471 -0.490 0.082
H -9.9619 17.1821 23.3270 -0.583 0.892 -0.084 0.124
H -9.1187 18.4443 22.3648 -0.139 0.240 0.185 0.127
H -8.4504 16.1680 21.6606 -0.466 0.903 -0.464 0.115
H -8.3682 15.6329 23.1601 0.571 0.102 0.985 0.105
H -6.6783 17.7718 21.7666 0.233 0.250 0.141 0.123
H -6.1829 16.1346 22.1729 0.696 0.217 0.273 0.127
H -4.9004 16.0242 25.0414 0.166 0.144 -0.576 0.080
H -6.2662 16.5232 25.9100 -0.245 0.376 -0.128 0.075
H -6.4992 15.4482 24.5516 0.039 -0.080 0.019 0.072
H -4.3086 17.5651 22.8047 0.156 0.064 0.228 0.089
H -5.1439 19.1254 22.9847 0.163 0.035 -0.274 0.080
H -4.2444 18.5197 24.3478 0.108 -0.319 0.030 0.081
H -9.1252 17.9535 26.5022 0.663 -0.310 0.317 0.090
H -8.6697 16.4264 25.6228 0.199 0.224 0.023 0.086
H -10.2107 17.2498 25.4522 -0.065 -0.089 -0.463 0.091
H -6.4150 19.9847 25.3821 0.202 0.345 0.214 0.116
C -15.5458 7.9559 23.8752 -0.736 -0.850 0.464 -0.008
C -16.9474 8.6149 24.2679 1.366 0.132 -0.052 -0.428
C -16.6097 9.9365 25.0201 -1.192 -0.278 0.259 -0.155
C -15.9842 11.0428 24.1959 -0.082 -0.212 0.446 -0.186
C -16.9620 11.4033 23.0831 1.192 -0.617 0.599 -0.138
C -17.4704 10.1745 22.2400 -0.516 1.602 -0.217 -0.449
N -17.7334 8.9612 23.0449 0.732 0.793 1.579 -0.063
O -18.3351 7.8857 22.3972 0.886 0.298 0.028 0.038
C -18.8580 10.6587 21.7371 0.438 -0.767 0.025 -0.026
C -16.4850 10.0055 21.0500 0.226 -0.407 0.185 -0.014
C -17.7639 7.7197 25.2605 0.623 -0.226 -1.284 -0.020
H -14.9548 7.6768 24.7475 -0.130 0.584 0.501 0.081
H -14.8961 8.5529 23.2353 -0.395 0.118 -0.050 0.064
H -15.6724 6.9595 23.4518 -0.370 0.149 -0.633 0.078
H -17.5639 10.3101 25.3919 -0.415 0.245 -0.214 0.116
H -16.1542 9.6912 25.9795 0.779 -0.165 -0.330 0.123
H -14.9712 10.8006 23.8746 -0.043 -0.067 -0.236 0.109
H -15.9217 11.9465 24.8021 0.338 -0.069 0.226 0.115
H -16.4393 12.1437 22.4776 -0.233 -0.273 -0.653 0.121
H -17.7123 11.9986 23.6036 -0.723 -0.512 -0.312 0.115
H -19.3016 9.7830 21.2632 -0.495 0.476 -0.416 0.073
H -19.4502 10.9891 22.5904 -0.089 -0.234 -0.022 0.087
H -18.7810 11.5055 21.0551 0.103 -0.239 -0.171 0.094
H -16.7254 9.2053 20.3501 -0.453 0.041 0.072 0.085
H -16.4112 10.9511 20.5129 -0.223 -0.046 -0.060 0.086
H -15.4701 9.7741 21.3733 0.005 0.060 0.354 0.071
H -18.6878 8.2206 25.5496 0.046 -0.094 0.005 0.087
H -17.1815 7.4322 26.1358 0.159 0.554 0.064 0.087
H -17.9647 6.7558 24.7929 -0.396 0.107 -0.177 0.077
H -19.2593 8.1375 22.3337 -0.392 -0.087 0.011 0.105
C -17.6079 22.6215 22.7545 0.836 0.196 -1.059 -0.035
C -17.8530 21.2813 23.4431 -0.039 1.420 0.898 -0.493
C -18.6968 21.6668 24.6575 -1.620 -1.104 0.277 -0.147
C -19.4550 20.4640 25.2640 1.228 0.549 -0.001 -0.166
C -20.2576 19.7696 24.1631 0.150 -0.194 0.962 -0.141
C -19.4757 19.3506 22.9174 -0.575 -0.793 0.139 -0.460
N -18.6241 20.4652 22.4969 0.820 -0.121 0.311 -0.046
O -17.7981 20.1531 21.4022 -0.954 0.083 0.216 0.023
C -18.6256 18.0402 23.2144 -0.489 1.060 -0.992 0.010
C -20.5604 19.1076 21.8327 -0.019 -0.253 -1.035 -0.019
C -16.4782 20.7283 23.9790 -0.301 -0.466 -0.721 -0.002
H -16.8213 22.5084 22.0085 0.168 0.123 0.012 0.085
H -17.3058 23.3945 23.4612 0.029 -0.133 0.080 0.093
H -18.4666 22.9840 22.1895 -0.237 -0.171 0.301 0.095
H -18.0576 22.1822 25.3744 -0.145 -0.030 0.008 0.125
H -19.5417 22.3000 24.3871 0.429 0.675 -0.445 0.123
H -20.0806 20.8140 26.0851 -0.249 -0.049 -0.148 0.113
H -18.6825 19.8692 25.7513 -0.216 -0.767 -0.113 0.100
H -21.1088 20.3791 23.8594 0.186 0.349 0.100 0.113
H -20.7071 18.8668 24.5764 -0.063 -0.173 -0.062 0.127
H -19.2291 17.1329 23.1895 -0.261 0.236 0.385 0.084
H -17.9821 17.9342 22.3410 0.464 -0.195 0.287 0.076
H -18.0822 18.1542 24.1523 0.076 -0.194 -0.179 0.073
H -21.4728 19.6697 22.0319 0.134 0.066 0.146 0.075
H -20.2805 19.3736 20.8133 0.566 0.398 0.148 0.080
H -20.8716 18.0765 21.6650 0.160 -0.278 0.722 0.080
H -16.6186 19.8449 24.6019 0.023 0.050 0.086 0.071
H -15.9062 21.4725 24.5332 -0.557 0.247 0.208 0.092
H -15.7691 20.4750 23.1909 -0.207 -0.218 -0.353 0.080
H -17.1208 19.6046 21.8047 0.704 -0.309 -0.241 0.080
C -22.5705 21.6318 12.3656 -0.709 -0.090 0.427 -0.016
C -22.0397 23.0380 12.7562 -0.429 2.484 -0.153 -0.382
C -23.2741 24.0584 12.9354 0.839 -0.788 -0.983 -0.134
C -23.9250 24.0635 14.2589 -1.004 -0.238 1.018 -0.214
C -22.9823 24.1534 15.4139 1.327 -0.539 0.838 -0.142
C -21.8756 23.0212 15.3762 0.015 1.421 1.666 -0.421
N -21.1799 23.0565 14.0313 -3.926 1.422 0.191 -0.071
O -20.1116 22.3019 13.9228 1.833 -0.896 -0.050 -0.013
C -20.8531 23.3437 16.5735 0.258 0.363 -1.750 -0.016
C -22.5742 21.7125 15.7723 0.659 -0.713 -1.730 -0.029
C -21.2479 23.7270 11.5980 0.340 -1.350 -0.728 -0.044
H -22.0688 20.7433 12.7490 0.624 0.229 -0.035 0.078
H -22.7139 21.4919 11.2942 0.446 0.288 -0.072 0.090
H -23.5786 21.5063 12.7607 -0.141 0.195 0.181 0.075
H -23.0177 25.0872 12.6825 0.730 -0.039 0.188 0.117
H -23.9708 23.8285 12.1293 -0.162 -0.382 0.038 0.124
H -24.4843 23.1617 14.5082 -0.229 -0.329 -0.673 0.110
H -24.6756 24.8505 14.3321 0.038 0.175 -0.126 0.126
H -23.5831 23.9538 16.3013 0.162 -0.051 0.224 0.116
H -22.5132 25.1111 15.6396 0.105 0.206 -0.626 0.123
H -21.3460 23.6006 17.5111 -0.335 0.076 -0.315 0.087
H -20.0885 22.6064 16.8183 -0.360 -0.547 -0.338 0.077
H -20.2627 24.1830 16.2059 -0.089 0.379 0.343 0.076
H -23.2196 21.3727 14.9623 -0.451 0.104 0.230 0.064
H -21.8017 20.9439 15.7980 -0.035 -0.268 0.646 0.084
H -23.1281 21.8122 16.7057 0.294 -0.062 -0.086 0.102
H -21.0832 24.8017 11.6753 0.355 -0.279 0.631 0.085
H -21.7195 23.6264 10.6205 -1.134 -0.036 0.233 0.083
H -20.3725 23.1486 11.3027 0.729 0.315 0.767 0.078
H -20.4256 21.3993 14.0142 0.355 -0.982 0.052 0.108
C -7.8035 8.2247 15.6979 -0.722 -0.006 0.680 -0.015
C -9.1857 8.9063 15.5277 -0.081 -0.458 0.654 -0.464
C -10.3873 7.7826 15.4626 1.820 1.706 -1.249 -0.129
C -10.6518 7.0997 16.7633 -0.292 0.745 0.880 -0.188
C -10.8070 8.1258 17.9474 0.187 -1.010 -1.368 -0.112
C -9.7168 9.2774 18.1133 -2.331 -1.458 -0.915 -0.477
N -9.4356 9.7883 16.7060 -0.431 1.132 1.612 -0.016
O -8.6265 11.0275 16.8002 0.176 -2.420 -0.350 -0.008
C -10.4610 10.3215 18.9169 -0.542 0.450 0.109 -0.060
C -8.6010 8.7581 19.0013 1.388 0.373 0.020 -0.047
C -9.2192 9.7392 14.2560 -0.015 -0.576 0.078 -0.043
H -7.8679 7.7987 16.6992 0.403 -0.522 -0.189 0.058
H -6.9734 8.9300 15.7371 -0.152 0.174 -0.257 0.087
H -7.6263 7.4549 14.9469 0.007 0.030 0.031 0.091
H -11.1403 8.2884 14.8583 -0.904 0.244 1.014 0.109
H -10.1375 7.0067 14.7389 0.814 -0.002 -0.079 0.111
H -9.8916 6.3229 16.8450 0.113 0.090 0.584 0.109
H -11.6197 6.5999 16.7255 0.057 -0.302 -0.099 0.110
H -10.9797 7.5600 18.8629 0.592 0.143 0.308 0.116
H -11.8182 8.4546 17.7076 0.141 1.129 0.170 0.107
H -10.7458 9.8411 19.8529 0.139 0.131 0.150 0.086
H -9.8948 11.2256 19.1406 0.064 -0.068 -0.056 0.088
H -11.4132 10.5684 18.4474 0.160 0.325 -0.252 0.087
H -7.7901 9.4799 18.9037 0.580 -0.402 -0.287 0.090
H -8.7754 8.8038 20.0763 -0.867 0.146 -0.065 0.084
H -8.2988 7.7208 18.8575 0.237 0.169 -0.574 0.082
H -10.0397 10.4558 14.2175 0.107 0.086 0.206 0.088
H -9.4085 9.0095 13.4688 0.272 0.170 -0.365 0.085
H -8.2454 10.2094 14.1189 -0.244 0.198 -0.214 0.084
H -9.1962 11.7904 16.6780 -0.689 -0.192 -0.171 0.100
C -17.9632 16.9964 9.5120 -1.047 0.496 -0.396 -0.050
C -17.1868 16.2503 10.5650 1.857 -0.097 -1.040 -0.486
C -15.8129 16.9407 10.5992 2.126 -1.603 1.215 -0.104
C -14.9047 16.4406 11.8349 -0.113 2.204 -0.797 -0.143
C -15.7251 16.6459 13.0648 0.312 0.279 0.752 -0.189
C -17.0263 15.9274 13.0387 -1.326 -0.196 2.848 -0.508
N -17.7753 16.3451 11.8937 0.688 0.560 -1.381 -0.089
O -19.0851 15.9299 11.8997 -0.339 -0.331 -0.030 0.026
C -16.8117 14.4167 13.2275 0.143 -0.956 -0.636 -0.013
C -17.8270 16.5278 14.2854 0.705 -0.828 -0.429 0.002
C -16.8812 14.7899 9.9598 -0.375 0.390 1.087 -0.002
H -17.3843 17.1418 8.6000 0.150 -0.655 -0.059 0.090
H -18.1902 18.0349 9.7533 -0.207 -0.079 0.674 0.091
H -18.8939 16.4763 9.2851 -0.053 0.156 -0.201 0.086
H -15.2523 16.6542 9.7094 -0.253 0.055 -0.270 0.112
H -15.8380 18.0303 10.5916 -0.376 -0.029 0.335 0.122
H -14.0992 17.1645 11.9588 0.223 0.170 -0.417 0.107
H -14.3394 15.5103 11.7799 -0.748 -0.398 -0.367 0.108
H -15.9999 17.6880 13.2281 0.360 0.344 -0.680 0.118
H -15.1934 16.4371 13.9931 0.109 -0.526 0.012 0.139
H -17.6584 13.8053 12.9154 -0.327 0.098 0.159 0.081
H -15.9850 14.0149 12.6416 0.119 0.339 -0.334 0.067
H -16.5342 14.0927 14.2306 -0.344 0.548 0.267 0.089
H -17.4940 17.5648 14.3287 -0.697 0.083 0.230 0.074
H -18.9073 16.3917 14.2357 0.152 0.253 -0.274 0.075
H -17.5060 16.0314 15.2011 0.210 0.018 -0.004 0.080
H -17.7069 14.0802 10.0116 -0.395 0.193 -0.099 0.075
H -16.0819 14.2943 10.5106 0.175 0.234 -0.127 0.063
H -16.5956 14.9059 8.9143 -0.038 0.033 0.123 0.086
H -18.9979 15.0183 11.6119 -0.684 -0.714 -0.132 0.092
C -9.7448 26.1769 23.0834 -1.596 -1.158 -0.443 -0.055
C -8.6613 27.0156 23.6415 0.827 1.543 2.201 -0.471
C -7.7551 26.0988 24.5267 0.640 0.201 -1.796 -0.147
C -6.4597 26.7702 24.8904 0.749 -0.389 -0.106 -0.199
C -5.6574 27.2791 23.6693 -1.697 -0.143 -0.673 -0.116
C -6.5167 28.2038 22.6610 1.556 1.162 1.092 -0.400
N -7.9204 27.6077 22.4628 0.926 0.995 0.463 -0.032
O -8.7759 28.5436 21.7507 1.445 -1.646 0.241 -0.035
C -6.4094 29.6222 23.3262 -1.111 0.601 0.479 -0.048
C -5.7547 28.2506 21.2759 -0.759 -0.556 0.905 -0.027
C -9.1609 28.1943 24.5886 -0.571 0.074 -0.639 -0.003
H -10.5640 26.6873 22.5770 0.293 0.303 -0.159 0.092
H -10.2501 25.5420 23.8112 0.100 0.335 0.635 0.091
H -9.3368 25.4107 22.4241 0.246 0.295 -0.402 0.088
H -8.2113 25.6454 25.4067 -0.617 0.485 -0.128 0.128
H -7.4930 25.2624 23.8787 0.034 -0.336 -0.088 0.115
H -5.8369 26.0216 25.3801 0.155 -0.082 0.110 0.109
H -6.6188 27.5176 25.6676 0.076 0.410 -0.278 0.106
H -5.3007 26.4890 23.0085 -0.155 -0.656 0.406 0.105
H -4.7487 27.7209 24.0783 -0.153 0.721 -0.515 0.114
H -5.3893 29.9427 23.5381 0.244 -0.594 -0.224 0.086
H -6.8294 30.5103 22.8540 -0.228 -0.361 -1.000 0.079
H -6.9272 29.6963 24.2824 0.163 -0.541 0.271 0.057
H -6.3005 27.4931 20.7134 0.410 0.161 -0.647 0.072
H -5.6849 29.2160 20.7746 -0.751 0.018 0.087 0.078
H -4.7077 27.9665 21.3818 -0.066 -0.344 0.268 0.073
H -9.5565 28.9829 23.9485 -0.518 0.029 0.266 0.069
H -8.4784 28.7425 25.2380 0.712 -0.627 -0.297 0.066
H -9.9551 27.9183 25.2823 -0.233 -0.434 -0.367 0.092
H -9.0480 29.1903 22.4060 -0.195 0.447 0.096 0.068
C -5.2534 25.2462 15.1640 -0.358 0.603 1.101 -0.033
C -5.4361 23.7910 15.5946 1.365 -0.630 -0.563 -0.503
C -4.0437 23.2947 15.9881 0.789 0.564 -0.295 -0.159
C -3.9405 21.8959 16.6300 -0.756 1.231 -0.830 -0.147
C -4.8636 21.8569 17.8593 0.661 -0.138 -0.464 -0.154
C -6.3253 22.3002 17.5960 0.535 -0.291 0.780 -0.416
N -6.3047 23.6116 16.8011 0.448 -1.027 -0.065 -0.049
O -7.5823 23.9806 16.4725 -0.671 0.622 0.348 -0.014
C -7.0676 21.0804 16.9079 -0.603 1.953 -0.629 0.000
C -6.9386 22.5593 19.0425 1.026 -0.146 -1.383 -0.017
C -5.8993 23.0309 14.3448 -0.754 -1.061 0.152 -0.031
H -4.5005 25.3374 14.3811 -0.016 -0.256 0.042 0.094
H -4.8980 25.7775 16.0469 0.103 0.314 -0.061 0.086
H -6.1472 25.7688 14.8233 -0.178 -0.335 -0.017 0.086
H -3.3628 23.4688 15.1550 -0.322 -1.054 -0.953 0.119
H -3.5312 24.1025 16.5105 -0.447 -0.160 1.574 0.115
H -2.8717 21.7302 16.7648 -0.177 -0.348 0.681 0.115
H -4.2836 21.1473 15.9158 0.047 -0.062 -0.200 0.102
H -4.3695 22.4447 18.6329 -0.336 0.093 0.249 0.120
H -4.9760 20.8233 18.1866 0.314 0.061 0.386 0.111
H -6.4620 20.1878 16.7512 -0.054 0.200 0.124 0.090
H -8.0419 20.8661 17.3472 0.318 -0.275 0.558 0.085
H -7.3860 21.4787 15.9446 0.170 -0.572 -0.491 0.051
H -8.0259 22.5120 19.1024 0.094 0.489 -0.190 0.078
H -6.5523 21.7730 19.6910 -0.024 -0.150 -0.043 0.075
H -6.4567 23.4828 19.3636 -0.591 0.199 0.288 0.080
H -6.8866 23.3748 14.0363 -0.098 -0.088 -0.079 0.088
H -5.9311 21.9585 14.5372 -0.294 -0.074 0.093 0.069
H -5.2624 23.0696 13.4611 0.343 0.725 0.294 0.098
H -7.9221 23.2461 15.9561 -0.700 -0.240 -0.332 0.083